(1)
Molecular formula: C56H51MnO3P3S
Method: DFT, wB97M-V/def2-TZVPD

Each line ends with the Mulliken spin population.
CARTESIAN COORDINATES (ANGSTROEM)
Mn  0.0288  0.1651  0.6121  4.36
O  -3.6624  -2.4129  2.6547  0.00
S  -2.9599  -1.8761  1.4746  0.03
C  -4.2266  -1.2314  0.3314  0.01
C  -5.4129  -1.9163  0.1335  0.00
C  -6.3330  -1.4434  -0.7852  0.00
C  -6.0509  -0.2971  -1.5137  0.00
C  -4.8825  0.4103  -1.2885  0.00
C  -3.9663  -0.0221  -0.3271  0.04
P  -2.4430  0.9017  0.0985  0.16
C  -2.9344  1.7182  1.6638  0.00
C  -4.0992  1.4321  2.3684  -0.01
C  -4.4023  2.1372  3.5263  0.00
C  -3.5603  3.1400  3.9760  0.00
C  -2.3869  3.4172  3.2861  0.00
C  -2.0699  2.7079  2.1413  0.02
C  -2.6212  2.2533  -1.1200  -0.01
C  -2.0636  2.0346  -2.3789  0.02
C  -2.2788  2.9345  -3.4085  0.01
C  -3.0256  4.0824  -3.1775  0.00
C  -3.5564  4.3214  -1.9191  0.00
C  -3.3661  3.4047  -0.8931  0.00
C  -2.6094  -3.2779  0.3778  -0.02
C  -3.4029  -4.4078  0.4919  0.00
C  -3.2900  -5.4245  -0.4381  0.00
C  -2.4031  -5.2894  -1.4976  0.00
C  -1.5589  -4.1948  -1.5642  -0.01
C  -1.6190  -3.1830  -0.6032  0.05
P  -0.1818  -2.0295  -0.3978  -0.05
C  0.7507  -3.2939  0.5501  -0.06
C  0.7970  -3.1331  1.9321  0.04
C  1.3273  -4.1282  2.7384  0.01
C  1.8340  -5.2849  2.1702  0.00
C  1.7906  -5.4533  0.7926  0.00
C  1.2386  -4.4730  -0.0128  -0.01
C  0.4411  -2.0227  -2.1126  0.00
C  -0.4324  -1.4767  -3.0581  0.03
C  -0.0721  -1.4126  -4.3919  -0.01
C  1.1677  -1.8949  -4.7956  0.00
C  2.0550  -2.3939  -3.8564  0.00
C  1.7011  -2.4467  -2.5148  0.02
H  -5.6105  -2.8200  0.6942  0.00
H  -7.2613  -1.9761  -0.9444  0.00
H  -6.7578  0.0572  -2.2533  0.00
H  -4.6870  1.3194  -1.8407  0.00
H  -4.7786  0.6620  2.0306  0.00
H  -5.3058  1.8965  4.0720  0.00
H  -3.8165  3.7043  4.8637  0.00
H  -1.7125  4.1843  3.6460  0.00
H  -1.1499  2.9047  1.6030  -0.01
H  -1.4500  1.1546  -2.5365  0.01
H  -1.8515  2.7530  -4.3869  0.00
H  -3.1805  4.7989  -3.9744  0.00
H  -4.1315  5.2208  -1.7372  0.00
H  -3.8030  3.5827  0.0816  0.00
H  -4.0877  -4.4832  1.3282  0.00
H  -3.8968  -6.3158  -0.3469  0.00
H  -2.3387  -6.0616  -2.2535  0.00
H  -0.8355  -4.1270  -2.3661  0.00
H  0.4092  -2.2309  2.3928  0.00
H  1.3531  -3.9858  3.8106  0.00
H  2.2657  -6.0564  2.7948  0.00
H  2.1812  -6.3569  0.3408  0.00
H  1.1640  -4.6409  -1.0793  0.00
H  -1.4022  -1.1120  -2.7321  0.00
H  -0.7537  -0.9869  -5.1173  0.00
H  1.4437  -1.8749  -5.8421  0.00
H  3.0361  -2.7362  -4.1602  0.00
H  2.4086  -2.8104  -1.7822  0.00
O  0.9623  -0.1713  4.3320  0.02
C  -0.1153  0.0367  3.7905  0.00
O  -0.3355  0.0770  2.5272  0.11
H  -1.0224  0.2043  4.4066  0.00
C  1.0951  5.0045  -1.8239  0.00
C  1.1154  4.6203  -0.3400  0.01
C  2.5176  4.8761  0.2308  0.01
C  0.0789  5.4479  0.4355  0.00
C  0.7829  3.1939  -0.1849  -0.06
C  0.5195  2.0090  -0.0633  0.12
H  1.3585  6.0585  -1.9421  0.00
H  0.1063  4.8389  -2.2428  0.00
H  1.8131  4.3964  -2.3772  0.00
H  2.8023  5.9188  0.0697  0.00
H  3.2508  4.2358  -0.2623  0.00
H  2.5404  4.6741  1.3028  0.00
H  0.2937  6.5143  0.3320  0.00
H  0.1055  5.1810  1.4935  0.00
H  -0.9252  5.2490  0.0586  0.00
C  2.9165  1.4905  2.0307  0.00
P  2.6459  0.0590  0.9182  0.03
C  3.6673  0.5494  -0.5263  -0.03
C  5.0544  0.6694  -0.4441  0.00
C  5.7932  1.0278  -1.5599  0.00
C  5.1558  1.2825  -2.7678  0.00
C  3.7754  1.1930  -2.8511  0.00
C  3.0355  0.8284  -1.7353  0.00
C  3.7440  -1.1560  1.7321  0.03
C  4.4726  -2.0782  0.9802  0.01
C  5.3327  -2.9679  1.6008  0.00
C  5.4731  -2.9544  2.9817  0.01
C  4.7180  -2.0716  3.7377  -0.01
C  3.8440  -1.1870  3.1230  0.01
H  2.3276  1.3412  2.9377  0.00
H  2.5598  2.3847  1.5254  0.01
H  3.9728  1.5795  2.2846  0.00
H  5.5610  0.4785  0.4943  0.00
H  6.8704  1.1127  -1.4874  0.00
H  5.7350  1.5658  -3.6377  0.00
H  3.2712  1.4060  -3.7858  0.00
H  1.9551  0.7826  -1.7792  0.11
H  4.3781  -2.0784  -0.0986  0.00
H  5.8973  -3.6764  1.0066  0.00
H  6.1594  -3.6394  3.4638  0.00
H  4.8098  -2.0712  4.8171  0.00
H  3.2196  -0.5397  3.7265  0.00

Forces on atoms 1 to 6 (eV/Å):
Mn 0.15 0.30 0.46
O -0.22 -0.20 0.26
S -0.12 -0.12 -0.42
C 0.20 0.45 -0.10
C 0.03 -0.13 0.11
C -0.02 -0.01 0.00

LUMO level (alpha / beta), hartree: 0.00129 / -0.00058
Max |F|, hartree/bohr: 0.0329
HOMO level (alpha / beta), Eh: -0.254 / -0.299
Spin multiplicity: 6
HOMO-LUMO gap (alpha / beta), eV: 7.0 / 8.1

***

(2)
Molecular formula: C37H35BrN2O6P
Method: DFT, wB97M-V/def2-TZVPD

Each line ends with the Mulliken charge.
CARTESIAN COORDINATES (ANGSTROEM)
C  -0.2572  -0.3071  -3.5874  -0.62
N  -1.4034  0.5671  -3.1347  0.08
C  -2.4418  -0.1826  -2.3311  -0.70
C  -0.9535  1.8499  -2.4766  -0.09
O  -1.8023  2.9130  -2.5527  -0.58
C  0.4336  2.0974  -1.6404  -0.08
C  0.2023  1.5272  -0.1205  0.37
C  0.8901  2.4226  1.0685  -0.98
N  1.9672  1.7167  1.8618  0.03
C  1.5465  0.4069  2.4919  -0.87
C  0.3961  -0.4187  1.6642  0.12
P  0.3638  -2.3034  2.0214  0.28
O  -1.3417  -2.7123  2.1754  -0.40
Br  1.0513  -3.4448  0.1615  -0.23
C  0.6292  -0.0711  0.0524  -0.52
H  0.6205  -0.4206  -2.8221  0.11
H  -0.7103  -1.4028  -3.7248  0.36
H  0.0838  0.0246  -4.6706  0.23
H  -2.8294  0.5001  -1.4521  0.26
H  -3.3472  -0.3937  -3.0445  0.26
H  -2.0192  -1.2132  -1.9420  0.26
H  1.3272  1.5910  -2.2224  -0.12
H  0.6138  3.2698  -1.5412  0.52
H  -0.9723  1.5537  0.0803  0.30
H  0.0373  2.8823  1.7273  0.26
H  1.4235  3.3453  0.5320  0.42
H  2.2183  2.3658  2.6652  0.43
H  2.8698  1.6116  1.3099  0.48
H  1.2102  0.5145  3.6323  0.27
H  2.5066  -0.2998  2.5249  0.37
H  -0.6583  0.0014  2.0291  0.28
H  -1.9016  -2.1135  1.5804  0.35
H  -0.1423  -0.7460  -0.5291  0.02
H  1.7393  -0.2038  -0.2967  0.19
C  -9.2011  -2.0663  6.4293  -0.47
C  -8.8267  -3.4080  6.3615  -0.47
C  -7.4899  -3.7502  6.1512  -0.56
C  -6.5256  -2.7470  5.9960  0.25
C  -6.9039  -1.4057  6.0392  0.20
C  -8.2432  -1.0642  6.2681  -0.56
C  -5.9034  -0.3397  5.8274  0.57
O  -6.2343  0.8389  5.8688  -0.67
C  -4.5013  -0.7145  5.5564  0.20
C  -3.5537  0.2842  5.2963  -0.68
C  -2.2227  -0.0609  5.0522  -0.46
C  -1.8331  -1.3997  5.0763  -0.40
C  -2.7760  -2.3971  5.3295  -0.76
C  -4.1148  -2.0539  5.5604  0.22
C  -5.1112  -3.1183  5.7918  0.57
O  -4.7705  -4.2955  5.8085  -0.66
H  -10.2414  -1.7995  6.6024  0.40
H  -9.5754  -4.1890  6.4745  0.40
H  -7.2042  -4.7997  6.1046  0.45
H  -8.5437  -0.0191  6.3167  0.45
H  -3.8490  1.3321  5.2788  0.48
H  -1.4897  0.7159  4.8453  0.41
H  -0.7949  -1.6683  4.8934  0.59
H  -2.4654  -3.4405  5.3419  0.50
C  4.9739  -2.5113  -4.4336  -0.60
C  6.0070  -2.6091  -5.3653  -0.45
C  6.5346  -1.4550  -5.9467  -0.68
C  6.0191  -0.1990  -5.6043  0.40
C  4.9696  -0.1031  -4.6912  0.21
C  4.4534  -1.2613  -4.0956  -0.41
C  4.3849  1.2123  -4.3600  0.31
O  3.4654  1.2978  -3.5553  -0.60
C  4.9181  2.4215  -5.0186  0.16
C  4.3349  3.6683  -4.7576  -0.47
C  4.8416  4.8187  -5.3660  -0.58
C  5.9349  4.7290  -6.2270  -0.45
C  6.5144  3.4875  -6.4932  -0.61
C  5.9983  2.3303  -5.8951  0.37
C  6.5954  1.0175  -6.2108  0.53
O  7.5534  0.9373  -6.9710  -0.67
H  4.5689  -3.4100  -3.9736  0.42
H  6.4040  -3.5843  -5.6383  0.39
H  7.3446  -1.5386  -6.6694  0.47
H  3.6432  -1.1931  -3.3717  0.46
H  3.4830  3.7474  -4.0841  0.48
H  4.3839  5.7851  -5.1660  0.41
H  6.3344  5.6259  -6.6955  0.39
H  7.3646  3.4246  -7.1703  0.47

Forces on atoms 1 to 6 (eV/Å):
C -0.38 -1.57 -0.97
N 2.42 1.18 2.19
C -1.15 0.05 0.07
C -4.57 4.76 -0.75
O 5.12 -6.59 0.82
C -0.06 0.09 -0.23

Net charge: +1
LUMO level, hartree: -0.13306
Max |F|, hartree/bohr: 0.1631
HOMO level, Eh: -0.415
Spin multiplicity: 1
HOMO-LUMO gap, eV: 7.7

***

no.,electronic energy (eV)
1,-135064.2255
2,-133523.6228